Record 1
Density functional theory data (ωB97M-V with the def2-TZVPD basis set) for a molecular structure, C45H44BiN6O5Si.

Results
- largest force on an atom (eV/A) = 0.37
- HOMO energy (eV) = -11.1782
- E_tot (hartree) = -2950.02301
- total charge = +1
- LUMO (eV) = -3.03

Last column: Mulliken charge in e.
CARTESIAN COORDINATES (ANGSTROEM)
Bi  -0.029  0.289  2.030  1.666
O  1.611  -3.441  -1.135  -0.486
C  1.396  -2.788  0.012  0.003
O  2.061  -1.859  0.385  -0.497
C  0.252  -3.362  0.795  0.413
C  -0.322  -4.586  0.474  -0.191
C  -1.331  -5.069  1.290  -0.899
C  -1.719  -4.320  2.390  -0.311
C  -1.089  -3.103  2.619  0.637
N  -0.127  -2.631  1.835  -0.013
C  -1.367  -2.246  3.831  0.218
O  -2.499  -2.420  4.488  -0.483
O  -0.538  -1.459  4.219  -0.604
H  2.385  -3.041  -1.564  0.384
H  0.023  -5.140  -0.386  0.564
H  -1.800  -6.020  1.081  0.485
H  -2.479  -4.685  3.066  0.571
H  -3.200  -2.839  3.947  0.224
C  2.514  2.557  -4.451  -1.566
C  1.838  1.184  -4.326  1.697
C  2.840  0.079  -4.693  -1.617
C  0.657  1.127  -5.293  -2.135
C  1.398  0.967  -2.887  0.282
C  0.102  0.633  -2.521  -0.595
C  -0.209  0.455  -1.188  -0.393
N  0.690  0.567  -0.208  1.135
C  1.959  0.890  -0.533  -0.095
C  2.320  1.092  -1.848  -0.664
C  2.933  1.036  0.577  -0.065
C  4.292  1.194  0.369  -0.318
C  5.162  1.350  1.447  0.100
C  4.596  1.324  2.717  -0.593
C  3.231  1.145  2.847  -0.875
N  2.416  1.011  1.807  -0.089
C  6.651  1.552  1.200  1.969
C  7.187  0.384  0.360  -1.601
C  7.442  1.623  2.504  -2.184
C  6.839  2.868  0.431  -1.534
H  2.823  2.710  -5.486  0.476
H  3.407  2.628  -3.829  0.314
H  1.837  3.355  -4.156  0.358
H  3.162  0.208  -5.727  0.465
H  2.389  -0.911  -4.602  0.341
H  3.729  0.114  -4.063  0.306
H  1.016  1.288  -6.309  0.469
H  -0.073  1.906  -5.073  0.413
H  0.156  0.157  -5.272  0.395
H  -0.690  0.528  -3.245  0.757
H  -1.215  0.216  -0.882  -0.647
H  3.332  1.384  -2.077  0.488
H  4.686  1.192  -0.635  0.512
H  5.194  1.436  3.608  0.568
H  2.773  1.113  3.829  0.473
H  7.012  -0.572  0.855  0.355
H  8.262  0.502  0.219  0.467
H  6.730  0.348  -0.629  0.336
H  7.343  0.707  3.089  0.440
H  7.133  2.466  3.122  0.420
H  8.500  1.756  2.277  0.436
H  6.309  2.859  -0.522  0.324
H  7.897  3.024  0.224  0.438
H  6.477  3.717  1.012  0.377
O  -1.829  -0.259  1.169  1.387
Si  -3.428  -0.250  0.797  -1.492
C  -3.626  -1.282  -0.758  -0.058
C  -4.837  -1.343  -1.452  -0.145
C  -4.996  -2.174  -2.550  -0.806
C  -3.944  -2.974  -2.975  -0.665
C  -2.738  -2.943  -2.293  -0.977
C  -2.588  -2.106  -1.195  0.416
C  -3.953  1.519  0.544  1.177
C  -3.930  2.427  1.609  -0.387
C  -4.251  3.761  1.427  -0.890
C  -4.596  4.223  0.164  -0.569
C  -4.610  3.348  -0.909  -0.822
C  -4.291  2.010  -0.719  -0.320
C  -4.397  -1.146  2.137  1.265
C  -4.913  -0.528  3.277  -0.251
C  -5.578  -1.252  4.257  -0.826
C  -5.755  -2.620  4.112  -0.538
C  -5.270  -3.259  2.976  -0.908
C  -4.601  -2.526  2.001  -0.515
H  -5.677  -0.739  -1.128  0.533
H  -5.943  -2.202  -3.073  0.461
H  -4.069  -3.622  -3.833  0.419
H  -1.915  -3.569  -2.616  0.505
H  -1.644  -2.097  -0.662  0.073
H  -3.641  2.099  2.603  0.237
H  -4.227  4.443  2.266  0.412
H  -4.844  5.266  0.018  0.399
H  -4.865  3.705  -1.898  0.430
H  -4.300  1.347  -1.575  0.386
H  -4.807  0.542  3.409  0.219
H  -5.964  -0.748  5.132  0.451
H  -6.280  -3.184  4.872  0.403
H  -5.439  -4.321  2.838  0.458
H  -4.253  -3.034  1.109  0.361
N  0.340  4.038  -2.066  -0.571
C  -0.313  3.854  -1.133  0.561
N  -1.136  3.637  -0.115  -0.435
C  -0.731  3.025  0.901  0.818
N  -0.438  2.488  1.918  -1.015

Cartesian forces (eV/Å) of the 3 atoms listed first:
0.36 -0.04 -0.08
0.06 0.04 -0.04
0.05 -0.06 -0.01

Record 2
Density functional theory data (ωB97M-V with the def2-TZVPD basis set) for 6 unconnected molecules or ions with the total composition C18H30Cl6O9 in a non-equilibrium geometry.

Results
- largest force on an atom (eV/A) = 5.54
- HOMO energy (eV) = -10.4802
- E_tot (hartree) = -4142.15142
- SMILES = C[C@H]1COC(=O)O1.C[C@H]1COC(=O)O1.C[C@H]1COC(=O)O1.ClCCCl.ClCCCl.ClCCCl
- total charge = 0
- LUMO (eV) = 0.32

Last column: Mulliken charge in e.
CARTESIAN COORDINATES (ANGSTROEM)
C  -6.259  -2.211  -2.908  -1.266
C  -6.166  -0.730  -3.156  0.341
C  -4.980  -0.065  -2.486  -0.310
O  -4.454  0.642  -3.581  -0.257
C  -4.963  0.262  -4.780  0.593
O  -4.556  0.569  -5.937  -0.581
O  -6.043  -0.536  -4.574  -0.366
H  -5.925  -2.258  -1.872  0.367
H  -5.655  -2.798  -3.600  0.312
H  -7.331  -2.408  -2.890  0.333
H  -7.052  -0.213  -2.787  0.278
H  -4.253  -0.808  -2.159  0.210
H  -5.310  0.522  -1.629  0.300
C  4.304  -1.166  1.348  -0.622
C  5.285  -1.209  2.568  0.425
C  5.864  0.151  2.954  -0.435
O  5.307  0.568  4.182  -0.334
C  4.658  -0.539  4.755  0.667
O  4.045  -0.583  5.827  -0.546
O  4.628  -1.563  3.807  -0.369
H  3.741  -2.083  1.176  0.019
H  4.962  -1.052  0.487  0.422
H  3.578  -0.370  1.509  -0.025
H  6.050  -1.967  2.402  0.280
H  5.519  0.827  2.171  0.255
H  6.943  0.294  3.022  0.278
C  1.971  5.118  2.568  -1.420
C  1.516  3.664  2.486  0.211
C  0.111  3.434  1.948  -0.426
O  0.295  2.456  0.958  -0.237
C  1.628  2.362  0.713  0.698
O  2.222  1.764  -0.183  -0.614
O  2.298  2.984  1.592  -0.342
H  1.119  5.706  2.910  0.423
H  2.273  5.548  1.613  0.362
H  2.753  5.163  3.327  0.327
H  1.708  3.003  3.332  0.381
H  -0.236  4.416  1.625  0.341
H  -0.430  3.054  2.815  0.309
Cl  -2.803  -1.274  0.380  -0.243
C  -1.259  -0.370  0.759  0.057
C  -0.415  -1.432  1.463  -0.230
Cl  0.837  -0.694  2.485  -0.164
H  -1.404  0.547  1.330  0.244
H  -0.824  -0.012  -0.174  -0.032
H  0.039  -2.204  0.842  -0.102
H  -0.973  -1.994  2.212  0.397
Cl  -2.051  4.085  -3.110  -0.232
C  -1.498  2.537  -3.729  0.075
C  -0.402  1.879  -2.832  0.082
Cl  0.244  0.452  -3.576  -0.205
H  -1.267  2.670  -4.786  0.392
H  -2.414  1.951  -3.656  -0.177
H  -0.716  1.527  -1.850  -0.156
H  0.401  2.589  -2.631  0.292
Cl  -1.504  -5.478  -0.595  -0.183
C  0.203  -5.103  -0.909  -0.563
C  1.103  -4.993  0.365  -0.363
Cl  2.636  -4.150  -0.326  -0.209
H  0.400  -4.210  -1.502  0.339
H  0.551  -5.961  -1.484  0.380
H  1.354  -5.994  0.717  0.394
H  0.597  -4.316  1.053  0.226

Cartesian forces (eV/Å) of the 3 atoms listed first:
-0.80 0.96 1.14
-0.75 -0.63 -0.01
-0.30 -1.20 -0.86

Record 3
Density functional theory data (ωB97M-V with the def2-TZVPD basis set) for a molecular structure, C5H12O.

Results
- largest force on an atom (eV/A) = 0.76
- HOMO energy (eV) = -8.6618
- E_tot (hartree) = -272.78674
- total charge = 0
- LUMO (eV) = 0.38

Last column: Mulliken charge in e.
CARTESIAN COORDINATES (ANGSTROEM)
C  1.813  -0.532  0.512  -1.236
C  0.589  0.089  -0.122  0.951
C  0.893  1.017  -1.275  -1.332
C  -0.538  0.259  0.669  -1.121
C  -1.582  -1.499  0.572  -0.338
O  -2.038  -1.698  -0.582  -0.540
H  1.565  -1.145  1.383  0.346
H  2.437  0.301  0.865  0.364
H  2.421  -1.131  -0.173  0.310
H  0.020  -1.212  -1.149  -0.162
H  1.590  1.768  -0.875  0.351
H  0.013  1.553  -1.639  0.373
H  1.389  0.533  -2.120  0.337
H  -0.400  0.161  1.740  0.384
H  -1.293  0.971  0.347  0.326
H  -2.305  -1.221  1.338  0.365
H  -0.680  -2.052  0.905  0.322
H  -0.763  -1.547  -1.217  0.300

Cartesian forces (eV/Å) of the 3 atoms listed first:
0.00 -0.05 0.05
-0.09 0.19 0.28
-0.05 0.00 -0.06

Record 4
Density functional theory data (ωB97M-V with the def2-TZVPD basis set) for 3 unconnected molecules or ions with the total composition C10H26NO7P in a non-equilibrium geometry.

Results
- largest force on an atom (eV/A) = 1.83
- HOMO energy (eV) = -9.1352
- E_tot (hartree) = -1319.41494
- SMILES = CCCNOC(=O)OP(O)O.CC(C)O.CC(C)O
- total charge = 0
- LUMO (eV) = 0.69

Last column: Mulliken charge in e.
CARTESIAN COORDINATES (ANGSTROEM)
C  -1.221  0.338  1.124  -1.213
C  -0.823  -0.181  -0.256  -0.200
C  0.539  0.324  -0.760  -0.658
N  1.468  0.470  0.342  0.031
O  2.579  1.282  -0.007  -0.288
C  3.247  1.602  1.102  0.701
O  3.192  1.001  2.145  -0.466
O  4.083  2.666  0.906  -0.235
P  3.353  4.079  0.401  0.318
O  4.688  5.000  0.300  -0.478
O  2.810  4.640  1.823  -0.459
H  -2.079  -0.241  1.453  0.377
H  -0.444  0.209  1.866  0.404
H  -1.536  1.376  1.137  0.254
H  -0.742  -1.261  -0.184  0.186
H  -1.600  0.095  -0.957  0.229
H  0.901  -0.443  -1.451  0.271
H  0.469  1.232  -1.346  0.454
H  1.774  -0.445  0.653  0.103
H  4.807  5.237  -0.622  0.336
H  2.869  5.599  1.789  0.307
C  3.712  -4.844  0.144  -1.440
C  2.948  -3.558  0.421  0.510
C  3.117  -3.099  1.861  -1.206
O  1.561  -3.747  0.132  -0.531
H  3.340  -5.652  0.779  0.355
H  3.574  -5.153  -0.892  0.340
H  4.780  -4.720  0.332  0.376
H  3.301  -2.773  -0.250  0.298
H  2.729  -3.849  2.555  0.365
H  2.556  -2.179  2.028  0.285
H  4.165  -2.915  2.097  0.344
H  1.231  -4.436  0.716  0.337
C  -5.282  0.478  -2.701  -1.287
C  -5.340  0.815  -1.219  0.346
C  -6.221  2.028  -0.962  -1.265
O  -4.023  1.051  -0.719  -0.445
H  -4.855  1.311  -3.266  0.333
H  -4.646  -0.391  -2.871  0.319
H  -6.275  0.265  -3.099  0.398
H  -5.725  -0.041  -0.664  0.243
H  -5.822  2.906  -1.476  0.345
H  -6.251  2.259  0.103  0.317
H  -7.241  1.858  -1.310  0.381
H  -3.667  1.807  -1.196  0.305

Cartesian forces (eV/Å) of the 3 atoms listed first:
-0.46 -0.27 0.04
0.63 0.47 0.82
0.21 -0.64 -0.77

Record 5
Density functional theory data (ωB97M-V with the def2-TZVPD basis set) for C2HBrF3NO in the gas phase in a non-equilibrium geometry.

Results
- largest force on an atom (eV/A) = 1.69
- HOMO energy (eV) = -10.8044
- E_tot (hartree) = -3080.33009
- SMILES = O/N=C(/F)C(F)(F)Br
- total charge = 0
- LUMO (eV) = 0.39

Last column: Mulliken charge in e.
CARTESIAN COORDINATES (ANGSTROEM)
O  -0.500  0.415  2.090  -0.317
N  0.263  -0.474  1.476  -0.291
C  0.493  -0.645  0.253  0.515
F  1.284  -1.657  -0.075  -0.205
C  -0.054  0.145  -0.936  0.450
F  -0.019  1.463  -0.639  -0.196
F  -1.355  -0.134  -1.148  -0.186
Br  0.934  -0.166  -2.590  -0.098
H  -1.046  1.054  1.569  0.329

Cartesian forces (eV/Å) of the 3 atoms listed first:
-1.04 1.24 0.48
0.93 -1.16 -0.52
-0.85 0.87 0.15

Record 6
Density functional theory data (ωB97M-V with the def2-TZVPD basis set) for a molecular structure, C3H3I2N9Rh.

Results
- largest force on an atom (eV/A) = 0.89
- HOMO energy (alpha / beta) (eV) = -12.7487 / -12.7445
- E_tot (hartree) = -1314.42582
- total charge = +1
- LUMO (alpha / beta) (eV) = -7.61 / -7.62

Last column: Mulliken charge in e.
CARTESIAN COORDINATES (ANGSTROEM)
Rh  -0.688  0.266  0.338  0.909
I  -1.784  2.571  1.227  0.408
C  -3.510  1.417  1.727  -0.726
I  -3.104  -0.607  1.183  0.405
H  -4.352  1.775  1.149  0.407
H  -3.670  1.469  2.796  0.407
N  2.201  -0.885  -1.083  -0.033
C  2.111  -0.871  0.250  0.377
N  3.045  -1.265  1.099  -0.323
N  2.511  -1.065  2.299  -0.331
N  1.287  -0.564  2.208  -0.505
N  1.015  -0.435  0.920  0.269
C  1.218  -0.471  -1.888  0.376
N  1.246  -0.459  -3.211  -0.323
N  0.063  0.031  -3.565  -0.331
N  -0.681  0.317  -2.505  -0.505
N  0.031  0.005  -1.436  0.269
H  3.060  -1.229  -1.506  0.252

Cartesian forces (eV/Å) of the 3 atoms listed first:
0.75 -0.30 -0.37
-0.05 -0.36 -0.05
-0.05 0.02 0.03